Molecular formula: C3H4O5S3
Method: DFT, ωB97M-V/def2-TZVPD

E ... -1687.52992 hartree
Total charge ... -2
Largest force on an atom ... 2.668 eV/Å

Each line ends with the Löwdin charge.
Positions of all 15 atoms, in Å:
C1 0.536 0.247 2.866  -0.57
C2 1.280 -0.944 0.014  -0.07
C3 1.171 0.399 0.029  -0.82
O1 -0.066 1.232 2.724  0.14
O2 3.753 0.922 0.311  -0.33
O3 0.637 -0.925 3.051  0.09
O4 2.208 2.665 0.712  -0.36
O5 2.339 0.631 2.242  -0.34
S1 -9.373 -2.947 -5.812  -0.55
S2 0.044 1.334 -0.850  0.80
S3 2.475 1.273 0.873  0.43
H1 1.815 -1.530 0.839  0.09
H2 0.611 -1.682 -0.475  0.06
H3 -7.970 -3.230 -5.896  -0.45
H4 0.540 2.555 -0.630  -0.12